No. 1
DFT (ωB97M-V/def2-TZVPD) results for one molecule with the formula C2H4N4 at a distorted geometry.

Cartesian coordinates (Å):
N (0.471, -0.245, 0.864)
N (0.253, 1.721, -0.495)
N (-0.128, -0.957, -0.050)
N (-0.214, -2.242, 0.270)
C (0.615, 1.128, 0.582)
C (-0.030, 1.886, -1.657)
H (-0.737, -2.754, -0.410)
H (0.006, -2.397, 1.239)
H (0.870, 1.750, 1.366)
H (-1.105, 2.111, -1.709)

Computed properties:
- relative energy (zero: lowest compared OMol25 entry of this formula, charge and spin) (eV) = 4.640
- max |F| (eV/Å) = 3.041
- LUMO (eV) = 0.27
- total charge = 0
- DFT total energy (eV) = -8094.67438


No. 2
DFT (ωB97M-V/def2-TZVPD) results for a 2-piece molecular cluster, C5H11N2O overall at a distorted geometry.

Cartesian coordinates (Å):
O (3.651, 1.646, 0.162)
N (-5.259, 1.345, 1.416)
N (0.241, -2.149, 0.743)
C (0.529, -1.214, -0.279)
C (1.625, -0.213, 0.137)
C (0.068, -1.298, -1.483)
C (3.085, 1.603, -0.895)
C (2.171, 0.446, -1.138)
H (-5.944, 0.798, 1.912)
H (1.102, 0.525, 0.738)
H (-0.225, -2.979, 0.386)
H (-4.365, 0.902, 1.468)
H (-0.338, -1.747, 1.480)
H (3.463, 2.263, -1.688)
H (-5.297, 2.313, 1.686)
H (-0.852, -1.701, -1.897)
H (2.737, -0.317, -1.682)
H (1.299, 0.565, -1.826)
H (2.308, -0.787, 0.758)

Computed properties:
- relative energy (zero: lowest compared OMol25 entry of this formula, charge and spin) (eV) = 7.193
- max |F| (eV/Å) = 3.623
- LUMO (eV) = -8.63
- total charge = +1
- DFT total energy (eV) = -10378.41268


No. 3
DFT (ωB97M-V/def2-TZVPD) results for C23H30IMnN10S2 as an isolated structure at a distorted geometry.

Cartesian coordinates (Å):
I (5.487, -1.505, -0.469)
Mn (-0.420, -0.190, -1.104)
S (0.418, -0.235, -3.315)
S (-0.787, 2.423, 0.581)
N (-1.566, -3.247, -0.354)
N (-0.924, -4.181, -2.352)
N (-0.576, 0.932, 0.547)
N (-1.380, -1.090, 0.366)
N (1.309, -0.938, -0.433)
N (-2.082, -2.790, 1.886)
N (2.530, -0.192, -4.990)
N (1.495, -1.754, 0.621)
N (-0.787, -1.880, -2.044)
N (0.368, -0.343, -5.933)
C (3.214, 2.512, 1.660)
C (2.275, 4.699, 2.037)
C (3.502, -1.451, -0.164)
C (-2.891, 3.131, 2.195)
C (-3.605, 3.285, 3.385)
C (-2.053, -1.885, 3.031)
C (-1.684, -2.304, 0.654)
C (-1.635, 2.513, 2.185)
C (0.859, 2.906, 1.192)
C (-1.074, -3.049, -1.623)
C (-3.067, 2.818, 4.583)
C (-3.177, -3.760, 1.947)
C (1.033, 4.238, 1.593)
C (2.984, -0.217, -6.199)
C (1.169, -0.256, -4.814)
C (-1.108, 2.043, 3.393)
C (2.171, -0.308, -7.424)
C (2.803, -2.092, 0.824)
C (1.971, 2.056, 1.210)
C (2.544, -0.755, -0.912)
C (-1.820, 2.195, 4.587)
C (3.366, 3.833, 2.076)
C (0.857, -0.368, -7.209)
H (-4.102, -3.315, 1.564)
H (1.867, 1.030, 0.871)
H (0.354, 1.324, -1.412)
H (-3.358, -4.092, 2.975)
H (-2.198, -2.432, 3.969)
H (-0.681, 0.445, 1.449)
H (0.186, 4.917, 1.556)
H (-3.620, 2.934, 5.510)
H (4.073, -0.167, -6.361)
H (-1.375, -4.166, 0.001)
H (4.058, 1.829, 1.674)
H (-0.631, -0.388, -5.765)
H (-1.301, -0.064, 1.305)
H (-1.394, 1.822, 5.513)
H (-0.140, 1.552, 3.400)
H (2.640, -0.323, -8.395)
H (-1.728, -4.792, -2.288)
H (-2.953, -4.659, 1.365)
H (-1.083, -1.383, 3.106)
H (3.100, -2.741, 1.635)
H (-0.193, -1.607, -3.271)
H (0.682, -2.040, 1.157)
H (-4.577, 3.766, 3.369)
H (4.332, 4.188, 2.420)
H (-3.310, 3.490, 1.258)
H (-0.725, -3.966, -3.321)
H (2.384, 5.734, 2.347)
H (-2.841, -1.128, 2.947)
H (2.681, -0.124, -1.781)
H (0.132, -0.439, -8.013)

Computed properties:
- relative energy (zero: lowest compared OMol25 entry of this formula, charge and spin) (eV) = 4.432
- max |F| (eV/Å) = 8.632
- LUMO (spin up / spin down) (eV) = -2.64 / -2.54
- spin multiplicity = 6
- total charge = +1
- DFT total energy (eV) = -100314.82893


No. 4
DFT (ωB97M-V/def2-TZVPD) results for C35H48N14O5PbS2 as an isolated structure.

Cartesian coordinates (Å):
Pb (0.290, -0.005, -0.141)
S (0.980, 5.300, -2.188)
S (3.252, -0.754, 4.573)
O (-0.037, 1.628, -2.195)
O (1.363, 6.684, -2.155)
O (-3.790, 1.078, 1.430)
O (-1.889, 0.876, -3.211)
O (-0.003, 4.830, -1.251)
N (-1.575, -2.981, -3.324)
N (2.165, -0.532, 2.277)
N (0.859, -2.439, 0.176)
N (-1.398, -2.205, 2.452)
N (2.312, 0.301, -3.045)
N (0.555, 5.005, -3.751)
N (-0.432, 2.014, 1.661)
N (-1.945, -0.112, 0.697)
N (-0.022, -3.536, -1.701)
N (-0.672, -1.310, -1.942)
N (0.716, 0.058, 4.021)
N (3.436, -1.015, 2.056)
N (2.531, -0.597, -2.069)
N (1.403, -4.672, -0.322)
C (-2.288, 3.447, 1.202)
C (4.681, 2.755, -1.593)
C (-0.773, -2.524, -2.311)
C (-2.740, -1.320, 0.609)
C (2.397, 4.272, -2.022)
C (1.911, -0.353, 3.545)
C (4.126, -1.176, 3.128)
C (5.936, 1.970, -1.321)
C (0.326, 3.101, 1.836)
C (4.084, -0.791, -3.684)
C (-1.809, -4.396, -3.551)
C (2.405, 3.318, -1.015)
C (3.607, -1.272, -2.445)
C (-1.210, 3.130, -3.603)
C (-2.160, -2.478, 1.395)
C (3.551, 2.568, -0.803)
C (4.136, -2.379, -1.588)
C (3.212, 1.180, -5.183)
C (5.558, -3.212, 2.817)
C (-2.466, -2.050, -4.007)
C (3.505, 4.466, -2.838)
C (-1.057, 1.763, -2.950)
C (-1.719, 2.186, 1.354)
C (-2.443, -3.792, 1.013)
C (-0.884, -3.225, 3.141)
C (3.229, 0.240, -4.023)
C (0.772, -3.468, -0.569)
C (-2.587, 0.957, 1.166)
C (-1.905, -4.841, 1.732)
C (-1.095, -4.556, 2.824)
C (4.637, 3.699, -2.621)
C (5.524, -1.720, 3.146)
C (0.127, 3.650, -4.139)
C (-1.490, 4.561, 1.365)
C (-0.151, 4.389, 1.696)
H (-1.958, 3.050, -4.388)
H (0.511, 5.234, 1.827)
H (-3.437, -1.981, -3.508)
H (1.519, 0.943, -2.921)
H (1.366, 2.919, 2.088)
H (3.943, 0.870, -5.928)
H (5.698, 0.951, -1.015)
H (-2.107, -5.866, 1.447)
H (-0.157, -4.464, -2.053)
H (5.972, -1.538, 4.124)
H (-1.588, 3.809, -2.836)
H (-3.742, -1.120, 0.997)
H (-0.071, 5.749, -4.046)
H (1.501, -2.560, 0.953)
H (3.476, 5.213, -3.621)
H (4.945, -1.128, -4.240)
H (-0.266, -2.953, 3.992)
H (6.586, -3.575, 2.768)
H (1.508, 3.167, -0.425)
H (2.098, -4.650, 0.405)
H (0.039, 0.390, 3.336)
H (0.925, 2.973, -3.832)
H (-3.338, 3.512, 0.956)
H (0.122, 3.660, -5.229)
H (1.665, -5.231, -1.118)
H (-2.228, -4.904, -2.675)
H (2.230, 1.202, -5.658)
H (-2.532, -4.495, -4.355)
H (6.110, -1.162, 2.415)
H (3.560, 1.811, -0.025)
H (-2.616, -2.399, -5.027)
H (-3.079, -3.971, 0.153)
H (-2.042, -1.050, -4.054)
H (5.084, -3.392, 1.851)
H (-0.905, -4.921, -3.876)
H (6.577, 1.926, -2.201)
H (3.457, 2.198, -4.869)
H (3.721, -3.346, -1.889)
H (-0.649, -5.342, 3.419)
H (-1.897, 5.555, 1.229)
H (5.222, -2.451, -1.668)
H (5.028, -3.793, 3.574)
H (-2.867, -1.640, -0.430)
H (3.873, -2.197, -0.544)
H (5.508, 3.843, -3.250)
H (0.658, 0.440, 4.947)
H (-1.244, -0.628, -2.456)
H (6.507, 2.435, -0.513)

Computed properties:
- relative energy (zero: lowest compared OMol25 entry of this formula, charge and spin) (eV) = 0.072
- max |F| (eV/Å) = 0.358
- LUMO (eV) = 0.17
- total charge = 0
- DFT total energy (eV) = -95094.38381